Entry A
The following is a quantum chemistry calculation of C5H6N2OS in the gas phase, from the Open Molecules 2025 dataset.

CARTESIAN COORDINATES (ANGSTROEM)
1 C 1.66 1.31 -0.07
2 C -0.42 1.81 0.01
3 C 1.00 0.13 -0.02
4 C -1.56 -0.55 0.06
5 C 1.40 -1.33 -0.02
6 N 0.76 2.34 0.07
7 N -0.36 0.48 -0.03
8 O -3.89 -1.29 0.10
9 S -3.11 -0.06 0.05
10 H 2.71 1.53 -0.14
11 H -1.37 2.32 -0.04
12 H -1.15 -1.46 -0.01
13 H 0.80 -1.63 0.82
14 H 1.07 -2.02 -0.89
15 H 2.46 -1.56 0.11

Properties
LUMO level   -0.945 eV
Kohn-Sham gap   8.05 eV
Molecular weight   142.2 g mol⁻¹



Entry B
The following is a quantum chemistry calculation of C5H6N2OS in the gas phase, from the Open Molecules 2025 dataset.

CARTESIAN COORDINATES (ANGSTROEM)
1 C 0.48 -0.88 0.26
2 C -0.22 1.03 -0.70
3 C 1.69 -0.40 0.32
4 C -1.62 0.79 -0.91
5 C -2.12 -0.26 0.11
6 N 0.87 1.61 -0.64
7 N 2.89 -0.93 0.77
8 O 1.93 0.95 -0.16
9 S -0.98 -1.72 0.20
10 H -2.22 1.70 -0.79
11 H -1.76 0.41 -1.93
12 H -2.16 0.18 1.11
13 H -3.11 -0.64 -0.15
14 H 2.77 -1.64 1.48
15 H 3.55 -0.21 1.03

Properties
LUMO level   0.475 eV
Kohn-Sham gap   7.95 eV
Molecular weight   142.2 g mol⁻¹



Quick look at relative energies in kJ/mol: entry A 0.0; entry B 224.9.



Entry A
The following is a quantum chemistry calculation of a molecular structure, C4H10N2, from the Open Molecules 2025 dataset.

CARTESIAN COORDINATES (ANGSTROEM)
1 C -0.61 0.86 -0.20
2 C -0.18 -2.37 0.18
3 C -0.21 2.55 -1.04
4 N 0.61 0.31 -0.37
5 C 0.54 -1.16 0.70
6 N 1.17 -1.09 1.79
7 H 1.37 0.85 0.05
8 H 1.32 -2.00 2.26
9 H -0.95 1.13 0.80
10 H -1.39 0.42 -0.83
11 H 0.12 -2.55 -0.86
12 H 0.04 -3.26 0.77
13 H -1.26 -2.20 0.19
14 H 0.33 2.42 -1.97
15 H -1.22 2.94 -1.19
16 H 0.34 3.14 -0.30

Properties
LUMO level   0.998 eV
Kohn-Sham gap   9.51 eV
Molecular weight   86.1 g mol⁻¹



Entry B
The following is a quantum chemistry calculation of 2 unconnected molecules or ions with the total composition C4H10N2, from the Open Molecules 2025 dataset.

CARTESIAN COORDINATES (ANGSTROEM)
1 C 0.54 -0.19 1.95
2 C -0.39 -0.63 2.79
3 N -0.83 -1.96 2.92
4 H 1.08 -0.68 1.16
5 H 0.80 0.86 2.05
6 H -0.89 0.07 3.46
7 H -0.72 -2.48 2.06
8 H -1.80 -2.03 3.19
9 C 1.27 1.40 -3.13
10 C 0.51 0.86 -2.17
11 N -0.84 0.60 -2.28
12 H 0.93 1.77 -4.09
13 H 2.32 1.56 -3.01
14 H 0.98 0.65 -1.23
15 H -1.25 0.86 -3.15
16 H -1.37 0.66 -1.48

Properties
LUMO level   0.964 eV
Kohn-Sham gap   9.17 eV
Molecular weight   86.1 g mol⁻¹



Entry C
The following is a quantum chemistry calculation of 2 unconnected molecules or ions with the total composition C4H10N2, from the Open Molecules 2025 dataset.

CARTESIAN COORDINATES (ANGSTROEM)
1 C 1.28 -1.36 -2.49
2 N 2.09 -0.52 -2.04
3 C 2.13 -0.31 -0.59
4 H 1.38 -1.80 -3.49
5 H 0.34 -1.63 -1.98
6 H 3.01 0.29 -0.37
7 H 2.13 -1.27 -0.08
8 H 1.27 0.27 -0.24
9 C -0.96 1.51 1.95
10 N -2.05 0.89 2.09
11 C -2.50 -0.03 1.07
12 H -0.65 2.18 2.74
13 H -0.54 1.69 0.95
14 H -3.52 -0.36 1.27
15 H -1.94 -0.96 1.17
16 H -2.57 0.47 0.10

Properties
LUMO level   0.899 eV
Kohn-Sham gap   10.30 eV
Molecular weight   86.1 g mol⁻¹



Quick look at relative energies in kJ/mol: entry A 163.6; entry B 0.0; entry C 103.7.